The following is a DFT calculation (ωB97M-V/def2-TZVPD) of a structure of composition C20H50BrClIN6O7P3S2 at a distorted geometry.

gap between HOMO and LUMO = 6.228 eV
max |F| = 7.2 eV/Å
E = -185016.96435 eV

Geometry as ORCA input:
```
! RIJCOSX wB97M-V def2-TZVPD def2/J DEFGRID3
* xyz 0 1
C -1.094 1.734 2.040
C -1.553 1.801 0.533
S -2.565 0.356 -0.031
C -2.116 -1.018 1.113
C -2.787 -2.414 0.731
C -1.689 -3.431 0.217
C -1.057 -4.380 1.298
C -0.466 -3.654 2.559
Br -2.277 -5.901 1.770
O -3.467 -2.069 -0.551
S -4.670 -3.228 -0.743
O -5.948 -2.751 -1.337
O -4.296 -4.407 -1.588
O -4.745 -3.873 0.832
C -4.008 -2.902 1.604
I -3.803 -3.155 3.749
P -5.213 -1.348 1.481
O -6.734 -2.063 1.624
Cl -5.032 -0.131 3.200
H -1.936 1.868 2.758
H -0.497 0.821 2.291
H -0.392 2.605 2.188
H -2.155 2.742 0.403
H -0.689 1.898 -0.181
H -0.995 -1.114 1.088
H -2.359 -0.758 2.181
H -2.023 -4.074 -0.634
H -0.844 -2.805 -0.183
H -0.189 -4.885 0.795
H -0.445 -4.342 3.446
H 0.607 -3.369 2.353
H -0.986 -2.712 2.852
H -6.762 -2.663 2.393
O -1.311 2.338 -3.014
P -1.395 2.391 -4.550
N -1.488 4.098 -4.665
C -2.641 4.937 -4.406
C -0.251 4.815 -4.354
N -2.866 1.502 -4.666
C -4.163 2.086 -4.363
C -2.771 0.186 -4.021
N -1.306 2.330 -6.346
C 0.046 2.075 -6.847
C -2.039 3.174 -7.255
H -2.489 5.924 -4.856
H -2.834 5.068 -3.335
H -3.545 4.563 -4.878
H 0.163 5.262 -5.266
H 0.509 4.147 -3.940
H -0.406 5.609 -3.620
H -4.162 2.618 -3.402
H -4.942 1.322 -4.323
H -4.487 2.764 -5.154
H -2.883 0.251 -2.932
H -1.801 -0.278 -4.226
H -3.538 -0.487 -4.409
H 0.673 2.977 -6.810
H 0.026 1.704 -7.876
H 0.531 1.302 -6.242
H -1.605 4.179 -7.342
H -3.087 3.267 -6.977
H -2.033 2.723 -8.252
O 3.496 -2.183 2.498
P 3.976 -1.000 3.357
N 5.388 -0.658 2.452
C 6.639 -1.391 2.459
C 5.160 -0.044 1.144
N 4.154 -1.929 4.802
C 5.277 -2.821 5.041
C 2.920 -2.631 5.166
N 4.353 0.428 4.384
C 3.524 1.595 4.073
C 5.667 0.832 4.816
H 7.435 -0.769 2.035
H 6.583 -2.324 1.887
H 6.984 -1.620 3.464
H 5.501 0.998 1.154
H 4.100 -0.042 0.878
H 5.684 -0.570 0.342
H 5.463 -3.489 4.188
H 5.110 -3.442 5.923
H 6.186 -2.263 5.269
H 2.791 -3.552 4.582
H 2.045 -1.997 4.988
H 2.919 -2.888 6.227
H 3.868 2.110 3.166
H 3.517 2.310 4.901
H 2.485 1.286 3.913
H 6.232 1.344 4.027
H 6.257 -0.006 5.183
H 5.574 1.524 5.659
*
```

Mulliken atomic charge list, values in e, 5 entries: -1.048, -0.264, 0.108, -2.005, 1.091

---

The following is a DFT calculation (ωB97M-V/def2-TZVPD) of the molecule C4H14Si4 at a distorted geometry.

gap between HOMO and LUMO = 9.896 eV
SMILES = C=C[SiH2][SiH2][Si@@H]([SiH3])C=C
relative energy (zero: lowest compared OMol25 entry of this formula, charge and spin) = 0.0 kJ/mol
max |F| = 4.4 eV/Å
E = -35881.27292 eV

Geometry as ORCA input:
```
! RIJCOSX wB97M-V def2-TZVPD def2/J DEFGRID3
* xyz 0 1
C -2.873 -1.416 1.363
C 1.551 -2.161 -1.312
C -2.254 -1.028 0.284
C 1.506 -1.098 -0.552
Si 2.609 1.445 1.277
Si -2.103 0.845 0.122
Si -0.437 1.684 -1.287
Si 1.605 0.719 -0.749
H -3.358 -2.396 1.445
H -3.124 -0.709 2.081
H 1.409 -3.196 -0.910
H 1.980 -2.147 -2.320
H -1.982 -1.848 -0.459
H 0.992 -1.222 0.519
H 3.137 0.110 1.912
H 1.531 2.093 1.969
H 3.725 2.362 0.982
H -1.829 1.303 1.548
H -3.574 1.167 0.164
H -0.749 1.385 -2.851
H -0.272 3.279 -1.220
H 2.510 0.829 -2.007
*
```

Mulliken atomic charge list, values in e, 5 entries: -0.723, -0.521, -0.109, -0.186, 0.377

---

The following is a DFT calculation (ωB97M-V/def2-TZVPD) of the molecule C27H35N3O6S2 at a distorted geometry.

gap between HOMO and LUMO = 9.018 eV
SMILES = CC1(C)C[C@@H]2C[C@@](C)(CN2S(=O)(=O)c2ccc(C(=O)Nc3cccc(S(=O)(=O)N4CCOCC4)c3)cc2)C1
relative energy (zero: lowest compared OMol25 entry of this formula, charge and spin) = 2.4 kJ/mol
max |F| = 1.1 eV/Å
E = -66993.03934 eV

Geometry as ORCA input:
```
! RIJCOSX wB97M-V def2-TZVPD def2/J DEFGRID3
* xyz 0 1
C -6.175 3.733 0.301
H -6.627 3.902 1.276
H -6.715 2.925 -0.188
H -6.298 4.635 -0.295
C -4.687 3.376 0.432
C -4.149 3.162 -0.989
H -3.135 2.779 -0.997
H -4.176 4.095 -1.551
H -4.772 2.438 -1.511
C -4.570 2.066 1.238
H -4.638 1.218 0.557
H -5.393 1.994 1.953
C -3.266 1.951 2.030
N -2.092 2.111 1.191
S -1.556 0.984 0.131
O -1.053 1.651 -1.041
O -2.553 -0.032 -0.011
C -0.153 0.320 1.021
C -0.341 -0.664 1.971
C 0.748 -1.131 2.687
C 2.018 -0.631 2.419
C 2.189 0.382 1.479
C 1.095 0.865 0.786
H 1.188 1.644 0.045
H 3.173 0.787 1.293
C 3.207 -1.166 3.152
O 3.311 -1.158 4.357
N 4.227 -1.623 2.360
C 4.215 -1.862 0.984
C 3.062 -2.290 0.330
C 3.073 -2.465 -1.035
C 4.219 -2.272 -1.782
C 5.383 -1.901 -1.127
C 5.383 -1.693 0.242
H 6.292 -1.393 0.743
H 6.297 -1.765 -1.685
H 4.191 -2.426 -2.847
S 1.547 -3.000 -1.815
O 1.775 -4.287 -2.407
O 0.502 -2.867 -0.839
N 1.426 -1.871 -3.044
C 0.656 -0.689 -2.698
H 0.844 -0.456 -1.651
C -0.842 -0.917 -2.921
H -1.387 0.017 -2.791
O -1.098 -1.366 -4.235
C -0.418 -2.571 -4.500
H -0.685 -2.857 -5.519
C 1.094 -2.385 -4.361
H 1.610 -3.338 -4.479
H 1.457 -1.665 -5.101
H -0.742 -3.354 -3.798
H -1.201 -1.652 -2.188
H 1.007 0.136 -3.325
H 2.147 -2.498 0.858
H 5.090 -1.819 2.853
H 0.629 -1.901 3.434
H -1.330 -1.065 2.119
C -1.666 3.494 1.157
H -1.583 3.853 0.131
H -0.682 3.588 1.638
C -2.742 4.226 1.974
C -2.199 5.490 2.631
H -1.882 6.206 1.875
H -2.966 5.957 3.245
H -1.347 5.258 3.265
C -3.135 3.137 2.978
H -4.062 3.359 3.503
H -2.339 2.972 3.705
C -3.978 4.562 1.129
H -3.702 5.297 0.370
H -4.693 5.046 1.799
H -3.218 0.978 2.527
*
```

Mulliken atomic charge list, values in e, 5 entries: -2.156, 0.525, 0.435, 0.400, 2.511

---

The following is a DFT calculation (ωB97M-V/def2-TZVPD) of a structure of composition C24H40HgO12 at a distorted geometry.

gap between HOMO and LUMO = 3.389 eV
relative energy (zero: lowest compared OMol25 entry of this formula, charge and spin) = 361.7 kJ/mol
max |F| = 6.5 eV/Å
E = -54274.24837 eV

Geometry as ORCA input:
```
! RIJCOSX wB97M-V def2-TZVPD def2/J DEFGRID3
* xyz 0 1
Hg -21.599 -12.251 -25.500
C -18.780 -9.582 -24.312
C -18.879 -11.116 -24.051
O -20.117 -11.736 -23.775
H -19.094 -8.975 -23.463
H -19.257 -9.194 -25.212
H -17.723 -9.318 -24.330
H -18.049 -11.321 -23.375
H -18.628 -11.459 -25.055
C -22.066 -16.917 -24.984
C -22.618 -15.507 -24.865
O -21.660 -14.534 -24.458
H -21.864 -17.334 -23.998
H -21.134 -16.899 -25.549
H -22.825 -17.602 -25.361
H -23.285 -15.581 -24.006
H -23.235 -15.341 -25.748
O -19.966 -13.372 -26.651
C -19.452 -13.756 -27.743
O -18.182 -13.697 -28.135
C -17.834 -13.913 -29.495
C -19.007 -14.675 -29.926
C -20.219 -14.312 -28.972
H -16.890 -14.453 -29.566
H -17.838 -12.951 -30.008
H -18.799 -15.737 -29.796
H -19.096 -14.419 -30.982
H -20.861 -15.105 -28.589
H -20.941 -13.554 -29.277
O -22.777 -9.990 -25.520
C -23.670 -9.172 -25.773
O -24.611 -9.275 -26.737
C -25.616 -8.189 -26.621
C -25.538 -7.761 -25.160
C -24.111 -8.199 -24.695
H -26.618 -8.591 -26.768
H -25.466 -7.415 -27.374
H -26.405 -7.928 -24.522
H -25.467 -6.690 -24.974
H -24.070 -8.787 -23.778
H -23.458 -7.332 -24.604
O -20.732 -10.890 -27.251
C -20.466 -10.333 -28.282
O -20.302 -10.997 -29.456
C -19.884 -10.194 -30.530
C -19.195 -8.952 -29.834
C -19.953 -8.976 -28.553
H -20.817 -10.051 -31.075
H -19.234 -10.841 -31.118
H -19.442 -8.052 -30.395
H -18.111 -9.046 -29.772
H -20.820 -8.389 -28.855
H -19.407 -8.501 -27.738
O -23.641 -11.990 -24.148
C -24.856 -12.081 -23.869
O -25.593 -10.948 -23.474
C -26.939 -11.122 -23.459
C -27.111 -12.409 -24.264
C -25.862 -13.177 -24.202
H -27.508 -10.278 -23.850
H -27.219 -11.295 -22.420
H -27.439 -12.258 -25.292
H -27.927 -13.016 -23.871
H -25.547 -13.671 -25.121
H -25.908 -14.000 -23.489
O -22.939 -12.600 -27.401
C -23.852 -12.714 -28.191
O -24.033 -11.836 -29.233
C -24.742 -12.560 -30.265
C -25.667 -13.454 -29.592
C -24.930 -13.684 -28.264
H -24.052 -13.100 -30.913
H -25.159 -11.856 -30.985
H -25.746 -14.390 -30.146
H -26.683 -13.095 -29.426
H -24.416 -14.643 -28.192
H -25.569 -13.524 -27.396
*
```

Mulliken atomic charge list, values in e, 5 entries: 3.637, -0.940, -0.104, -0.752, 0.297

---

The following is a DFT calculation (ωB97M-V/def2-TZVPD) of a structure of composition C4H2CdO2 at a distorted geometry.

gap between HOMO and LUMO (alpha / beta) = 7.843 / 7.842 eV
relative energy (zero: lowest compared OMol25 entry of this formula, charge and spin) = 0.0 kJ/mol
max |F| = 4.2 eV/Å
E = -12815.00966 eV

Geometry as ORCA input:
```
! RIJCOSX wB97M-V def2-TZVPD def2/J DEFGRID3
* xyz 2 1
O 2.100 -1.193 -1.172
C 1.239 -1.186 -0.439
C 0.109 -1.370 0.416
C 0.646 -1.514 1.655
H 0.236 -0.985 2.517
H 0.910 -2.620 1.697
O -1.362 1.400 -1.158
C -1.108 2.349 -1.728
Cd -1.697 -0.318 0.018
*
```

Mulliken atomic charge list, values in e, 5 entries: -0.028, 0.595, -0.024, -0.311, 0.327

---

The following is a DFT calculation (ωB97M-V/def2-TZVPD) of the molecule C2H6N2O2 at a distorted geometry.

gap between HOMO and LUMO = 9.830 eV
SMILES = N/N=C/COO
relative energy (zero: lowest compared OMol25 entry of this formula, charge and spin) = 573.0 kJ/mol
max |F| = 4.7 eV/Å
E = -9241.37920 eV

Geometry as ORCA input:
```
! RIJCOSX wB97M-V def2-TZVPD def2/J DEFGRID3
* xyz 0 1
C 1.013 -0.687 -0.168
C -0.341 -0.075 0.388
N -2.496 0.440 -0.011
N -1.293 0.121 -0.441
O 2.079 -0.171 0.467
O 2.531 1.002 -0.224
H 0.888 -1.688 0.289
H 1.005 -0.842 -1.284
H -0.439 -0.197 1.450
H -2.535 0.437 0.997
H -3.187 1.037 -0.428
H 2.775 0.624 -1.035
*
```

Mulliken atomic charge list, values in e, 5 entries: -0.288, -0.150, -0.364, -0.222, -0.219